[1]
9 unconnected molecules or ions with the total composition C32H80N2O9, computed with ωB97M-V with the def2-TZVPD basis set.

Atoms and positions in Å:
C1 10.272 21.636 25.828
C2 10.688 21.777 27.237
O1 11.313 20.576 27.588
H1 10.212 22.603 25.328
H2 9.298 21.149 25.778
H3 10.964 20.966 25.318
H4 9.807 21.971 27.849
H5 11.316 22.652 27.403
H6 11.628 20.679 28.489
C3 8.156 12.380 18.532
C4 8.760 12.904 17.170
O2 9.142 14.227 17.367
H7 8.950 12.459 19.274
H8 7.924 11.315 18.547
H9 7.249 12.914 18.816
H10 8.044 12.876 16.348
H11 9.474 12.170 16.796
H12 8.383 14.810 17.442
C5 18.391 13.365 16.761
C6 17.914 11.907 16.545
O3 18.536 11.057 17.487
H13 17.978 13.899 15.905
H14 19.466 13.548 16.754
H15 18.006 13.805 17.680
H16 18.038 11.634 15.497
H17 16.861 11.840 16.821
H18 18.000 10.276 17.641
C7 13.881 7.140 19.914
C8 14.829 6.798 18.771
O4 16.073 6.995 19.233
H19 14.064 6.535 20.802
H20 12.829 7.013 19.657
H21 14.039 8.163 20.255
H22 14.670 7.575 18.023
H23 14.671 5.797 18.370
H24 16.516 6.164 19.046
C9 10.372 22.152 19.768
C10 9.944 23.487 19.403
O5 10.984 24.213 18.796
H25 11.372 22.142 20.201
H26 10.503 21.462 18.934
H27 9.711 21.660 20.481
H28 9.653 24.016 20.311
H29 9.154 23.496 18.652
H30 10.713 25.133 18.761
C11 23.993 15.553 28.550
C12 25.002 14.421 28.562
O6 25.868 14.565 27.388
H31 24.400 16.476 28.963
H32 23.162 15.262 29.193
H33 23.526 15.736 27.582
H34 24.401 13.512 28.525
H35 25.659 14.319 29.426
H36 25.920 15.405 26.927
C13 15.375 20.000 15.135
C14 15.207 21.552 15.397
O7 13.908 21.776 14.930
H37 14.535 19.554 15.668
H38 16.360 19.640 15.432
H39 15.154 19.725 14.104
H40 16.043 22.170 15.071
H41 15.362 21.645 16.472
H42 13.320 21.842 15.686
C15 16.148 14.889 26.709
C16 16.281 14.892 25.065
C17 16.445 13.380 24.623
C18 15.975 12.903 23.221
C19 14.584 13.472 23.095
C20 14.407 15.002 23.293
N1 15.061 15.446 24.538
O8 14.902 16.852 24.736
C21 14.819 15.868 22.012
C22 12.870 15.201 23.500
C23 17.509 15.641 24.424
H43 16.034 15.839 27.230
H44 16.970 14.264 27.059
H45 15.233 14.396 27.037
H46 17.513 13.160 24.598
H47 15.994 12.656 25.300
H48 15.927 11.818 23.132
H49 16.620 13.272 22.424
H50 13.966 12.903 23.789
H51 14.316 13.312 22.051
H52 14.471 15.509 21.043
H53 14.518 16.915 22.050
H54 15.907 15.863 21.952
H55 12.346 14.873 22.602
H56 12.424 14.758 24.390
H57 12.725 16.273 23.628
H58 17.479 16.724 24.535
H59 17.593 15.420 23.360
H60 18.481 15.318 24.797
H61 14.479 16.931 25.594
C24 8.677 8.331 28.047
C25 7.486 8.765 27.145
C26 8.100 9.349 25.827
C27 8.609 8.251 24.770
C28 7.521 7.148 24.466
C29 6.888 6.612 25.801
N2 6.555 7.635 26.763
O9 5.859 7.204 27.863
C30 5.548 6.009 25.326
C31 7.692 5.561 26.371
C32 6.697 9.949 27.763
H62 9.303 9.175 28.336
H63 9.371 7.640 27.569
H64 8.356 7.764 28.921
H65 7.351 9.928 25.288
H66 8.940 10.042 25.884
H67 9.488 7.663 25.036
H68 8.828 8.734 23.818
H69 7.975 6.407 23.809
H70 6.734 7.617 23.874
H71 5.733 5.182 24.640
H72 4.994 5.615 26.178
H73 4.904 6.747 24.846
H74 8.671 5.866 26.740
H75 7.300 5.145 27.299
H76 7.773 4.598 25.866
H77 5.959 10.408 27.106
H78 7.365 10.724 28.140
H79 6.069 9.598 28.582
H80 4.936 7.152 27.605

Its spin multiplicity is 1. For the HOMO energy, the calculation gives -7.9 eV. As for the total charge: 0. As for the electronic energy: -55880.543 eV. As for the HOMO-LUMO gap: 8.26 eV. Its structure (SMILES) is CC1(C)CCCC(C)(C)N1O.CC1(C)CCCC(C)(C)N1O.CCO.CCO.CCO.CCO.CCO.CCO.CCO.

[2]
A molecular structure, C32H80N3O10Y, computed with ωB97M-V with the def2-TZVPD basis set.

Atoms and positions in Å:
Y1 -0.037 2.569 -4.999
C1 -0.493 0.573 -0.968
C2 0.709 1.323 -1.515
O1 0.616 1.679 -2.868
H1 -0.351 -0.453 -1.309
H2 -1.426 0.831 -1.469
H3 -0.619 0.696 0.107
H4 1.620 0.738 -1.384
H5 0.944 2.192 -0.902
O2 2.227 1.637 -5.303
H6 2.656 1.143 -6.001
H7 2.929 2.155 -4.909
O3 0.590 -1.162 -3.893
H8 0.426 -0.375 -3.373
H9 0.397 -0.899 -4.793
O4 -2.172 1.531 -4.188
H10 -2.396 0.603 -4.114
H11 -2.849 1.981 -3.683
O5 -1.309 -2.697 -3.207
H12 -1.071 -3.225 -2.445
H13 -0.498 -2.253 -3.455
O6 3.445 3.242 -1.830
H14 3.773 2.918 -0.991
H15 2.587 2.828 -1.928
C3 2.783 -5.183 -4.251
C4 3.636 -4.761 -3.020
C5 5.106 -4.998 -3.511
C6 6.118 -4.477 -2.490
C7 5.955 -2.968 -2.404
C8 4.525 -2.633 -1.945
N1 3.491 -3.396 -2.686
O7 2.157 -3.006 -2.295
C9 4.356 -2.826 -0.387
C10 4.320 -1.166 -2.341
C11 3.292 -5.805 -1.848
H16 2.840 -6.241 -4.507
H17 3.004 -4.600 -5.145
H18 1.744 -4.920 -4.053
H19 5.196 -6.070 -3.689
H20 5.120 -4.436 -4.445
H21 7.134 -4.779 -2.743
H22 5.844 -4.882 -1.516
H23 6.308 -2.560 -3.351
H24 6.686 -2.736 -1.629
H25 3.413 -2.464 0.025
H26 4.289 -3.898 -0.201
H27 5.178 -2.480 0.240
H28 4.977 -0.528 -1.750
H29 4.332 -0.942 -3.408
H30 3.304 -0.898 -2.053
H31 2.278 -5.564 -1.530
H32 3.927 -5.755 -0.964
H33 3.185 -6.832 -2.196
H34 1.931 -2.389 -2.995
C12 -1.060 8.293 0.702
C13 -1.258 7.176 1.815
C14 -2.768 7.142 2.227
C15 -3.145 5.990 3.124
C16 -2.822 4.692 2.475
C17 -1.306 4.604 2.105
N2 -0.969 5.774 1.354
O8 0.222 5.691 0.707
C18 -0.400 4.300 3.271
C19 -1.233 3.343 1.157
C20 -0.514 7.661 3.068
H35 -1.186 9.305 1.086
H36 -1.711 8.134 -0.157
H37 -0.096 8.211 0.201
H38 -3.033 7.933 2.928
H39 -3.310 7.025 1.289
H40 -4.219 5.931 3.297
H41 -2.645 6.023 4.092
H42 -3.448 4.454 1.615
H43 -3.218 4.003 3.221
H44 -0.531 4.952 4.135
H45 -0.365 3.237 3.509
H46 0.662 4.454 3.083
H47 -1.705 2.421 1.497
H48 -1.699 3.458 0.178
H49 -0.162 3.178 1.037
H50 0.566 7.692 2.925
H51 -0.653 7.086 3.984
H52 -0.682 8.717 3.277
H53 0.801 5.860 1.453
C21 -6.033 -2.382 2.555
C22 -5.257 -3.020 1.386
C23 -5.084 -2.124 0.131
C24 -4.040 -1.050 0.311
C25 -2.687 -1.782 0.681
C26 -2.726 -2.718 1.910
N3 -3.921 -3.628 1.746
O9 -4.005 -4.673 2.758
C27 -1.484 -3.563 1.880
C28 -2.768 -1.931 3.186
C29 -6.057 -4.225 0.874
H54 -5.574 -1.417 2.771
H55 -5.909 -3.047 3.410
H56 -7.043 -2.089 2.270
H57 -4.804 -2.539 -0.837
H58 -6.021 -1.616 -0.099
H59 -4.226 -0.263 1.041
H60 -3.812 -0.436 -0.560
H61 -1.924 -1.067 0.987
H62 -2.256 -2.294 -0.179
H63 -1.482 -4.279 1.059
H64 -0.631 -2.886 1.928
H65 -1.333 -4.153 2.784
H66 -1.785 -1.468 3.280
H67 -3.435 -1.072 3.119
H68 -2.888 -2.634 4.010
H69 -7.051 -4.008 0.482
H70 -6.242 -5.027 1.590
H71 -5.514 -4.613 0.013
H72 -3.478 -5.363 2.348
C30 2.243 -0.428 1.441
C31 2.329 0.656 2.484
C32 1.313 0.343 3.577
O10 3.608 0.621 3.040
H73 1.215 -0.622 1.137
H74 2.575 -1.386 1.842
H75 2.761 -0.079 0.547
H76 2.229 1.618 1.981
H77 1.395 1.039 4.412
H78 1.541 -0.642 3.984
H79 0.323 0.366 3.122
H80 3.694 -0.241 3.452

Its spin multiplicity is 1. For the HOMO energy, the calculation gives -11.4 eV. As for the total charge: +2. As for the electronic energy: -60446.228 eV. As for the HOMO-LUMO gap: 1.41 eV.

[3]
A molecular structure, C32H81F4HgN7O20S4, computed with ωB97M-V with the def2-TZVPD basis set.

Atoms and positions in Å:
Hg1 -1.672 -2.662 -2.553
N1 -1.041 -4.217 -3.979
S1 -1.143 -5.663 -4.363
O1 -0.203 -6.664 -3.811
O2 -1.795 -6.120 -5.586
F1 -2.289 -6.079 -3.324
S2 0.069 -3.993 -5.307
O3 -0.431 -3.833 -6.677
O4 1.399 -4.560 -5.183
F2 0.442 -2.464 -4.904
N2 -0.661 -0.873 -1.861
S3 1.013 -0.618 -1.609
O5 1.448 -0.774 -0.218
O6 1.764 0.265 -2.474
F3 1.423 -2.075 -2.194
S4 -1.011 0.563 -1.691
O7 -0.616 1.513 -2.663
O8 -1.288 1.033 -0.354
F4 -2.520 0.336 -2.195
C1 -5.778 2.850 1.016
C2 -4.822 1.798 0.365
O9 -5.637 0.692 -0.021
O10 -6.513 2.203 2.060
H1 -6.509 3.297 0.342
H2 -5.180 3.677 1.400
H3 -4.063 1.330 0.992
H4 -4.269 2.077 -0.533
H5 -6.402 0.725 0.558
H6 -7.119 2.727 2.589
C3 0.428 -0.170 4.383
O11 1.046 -1.259 3.758
C4 -0.010 -2.187 3.460
C5 0.655 -3.441 2.786
N3 0.978 -3.343 1.369
C6 1.918 -4.394 1.001
C7 2.348 -4.336 -0.460
O12 3.005 -5.539 -0.678
C8 3.603 -5.681 -1.881
H7 1.225 0.552 4.566
H8 -0.060 -0.397 5.331
H9 -0.235 0.346 3.689
H10 -0.810 -1.721 2.885
H11 -0.526 -2.617 4.319
H12 0.106 -4.377 2.882
H13 1.602 -3.591 3.304
H14 1.308 -2.455 1.018
H15 1.491 -5.390 1.115
H16 2.875 -4.472 1.517
H17 3.026 -3.506 -0.656
H18 1.492 -4.240 -1.129
H19 3.828 -6.747 -1.890
H20 4.538 -5.121 -1.891
H21 2.943 -5.414 -2.706
C9 6.215 0.788 1.663
O13 4.777 0.832 1.764
C10 4.092 -0.428 1.654
C11 4.702 -1.572 2.536
N4 4.230 -1.406 3.895
C12 4.507 -2.591 4.682
C13 3.828 -2.441 6.072
O14 4.763 -1.901 6.990
C14 5.570 -2.851 7.677
H22 6.507 0.306 0.729
H23 6.759 0.461 2.549
H24 6.566 1.803 1.477
H25 4.174 -0.592 0.579
H26 3.009 -0.456 1.771
H27 5.785 -1.509 2.433
H28 4.203 -2.448 2.122
H29 3.226 -1.298 3.860
H30 5.587 -2.737 4.722
H31 3.995 -3.403 4.166
H32 3.413 -3.356 6.495
H33 2.958 -1.800 5.930
H34 6.268 -2.331 8.333
H35 6.142 -3.350 6.894
H36 5.073 -3.647 8.232
C15 0.923 1.857 -7.631
O15 1.035 2.750 -6.538
C16 1.583 2.279 -5.307
C17 1.542 3.440 -4.246
N5 2.209 3.014 -3.008
C18 2.152 4.139 -2.036
C19 2.568 3.675 -0.608
O16 1.749 2.563 -0.238
C20 1.516 2.288 1.097
H37 -0.012 1.303 -7.539
H38 1.679 1.073 -7.629
H39 0.889 2.325 -8.615
H40 2.597 1.882 -5.331
H41 0.912 1.496 -4.952
H42 0.518 3.701 -3.979
H43 2.022 4.318 -4.679
H44 1.803 2.178 -2.614
H45 1.126 4.496 -1.953
H46 2.740 4.968 -2.430
H47 2.587 4.452 0.157
H48 3.581 3.307 -0.772
H49 2.441 1.948 1.562
H50 0.874 1.419 1.242
H51 1.197 3.189 1.620
C21 -2.798 -1.949 0.534
O17 -3.225 -2.183 -0.840
C22 -4.547 -2.651 -1.023
C23 -4.904 -2.588 -2.491
N6 -3.881 -3.361 -3.206
C24 -3.995 -3.088 -4.638
C25 -3.550 -1.723 -5.083
O18 -2.221 -1.429 -4.651
C26 -1.599 -0.281 -5.312
H52 -3.419 -1.230 1.069
H53 -1.829 -1.457 0.620
H54 -2.742 -2.880 1.097
H55 -5.247 -1.952 -0.566
H56 -4.759 -3.664 -0.681
H57 -4.923 -1.523 -2.721
H58 -5.932 -2.934 -2.602
H59 -4.134 -4.336 -3.131
H60 -5.031 -3.260 -4.929
H61 -3.438 -3.896 -5.113
H62 -4.302 -1.065 -4.649
H63 -3.577 -1.733 -6.173
H64 -1.574 -0.369 -6.398
H65 -0.554 -0.108 -5.058
H66 -2.149 0.638 -5.111
C27 -3.504 5.703 -1.003
O19 -3.081 5.265 0.311
C28 -1.965 4.390 0.306
C29 -1.743 3.705 1.647
N7 -1.333 4.679 2.666
C30 -0.945 4.027 3.963
C31 -0.832 5.123 5.055
O20 -2.035 5.868 5.125
C32 -2.059 6.876 6.170
H67 -3.850 4.881 -1.629
H68 -2.721 6.249 -1.529
H69 -4.206 6.535 -0.947
H70 -1.074 4.938 0.000
H71 -2.060 3.529 -0.355
H72 -0.997 2.929 1.475
H73 -2.704 3.359 2.029
H74 -2.157 5.233 2.851
H75 0.006 3.522 3.793
H76 -1.637 3.250 4.286
H77 -0.062 5.855 4.810
H78 -0.431 4.667 5.960
H79 -1.741 6.432 7.114
H80 -3.090 7.180 6.348
H81 -1.407 7.706 5.900

Its spin multiplicity is 1. For the HOMO energy, the calculation gives -8.2 eV. As for the total charge: 0. As for the electronic energy: -144248.173 eV. As for the HOMO-LUMO gap: 5.71 eV.